Entry from the OMol25 dataset: a cluster of 2 separate species, C6H15NS in total at a distorted geometry (ωB97M-V/def2-TZVPD).

Values from the calculation:
**Energy relative to the best compared isomer or geometry (same formula, charge and spin)**: 140.2 kcal per mole
**Net charge**: 0
**E_LUMO**: -3.36 eV

Each atom is followed by the atoms it is bonded to, with distances in Å.
Cartesian coordinates (Å):
1 C -0.671 0.832 -1.533  C2 1.544, C4 1.573, H9 1.121, H10 1.106
2 C -0.294 1.950 -0.537  C1 1.544, S3 1.821, H11 1.090, H12 1.101
3 S -0.105 1.470 1.210  C2 1.821
4 C 0.447 -0.191 -1.954  C1 1.573, N5 1.432, H14 1.117, H15 1.097
5 N 0.270 -1.566 -1.594  C4 1.432, C6 1.441
6 C 0.517 -1.808 -0.196  N5 1.441, C7 1.541, H17 1.080, H18 1.082
7 C -0.749 -1.804 0.682  C6 1.541, C8 1.543, H19 1.063, H20 1.105
8 C -0.401 -1.731 2.184  C7 1.543, H21 1.129, H22 1.096, H23 1.110
9 H -1.520 0.247 -1.091  C1 1.121
10 H -1.046 1.342 -2.439  C1 1.106
11 H -1.069 2.715 -0.560  C2 1.090
12 H 0.626 2.447 -0.882  C2 1.101
13 H 2.044 4.050 1.437  H16 0.708
14 H 1.388 0.242 -1.535  C4 1.117
15 H 0.523 -0.199 -3.049  C4 1.097
16 H 1.607 4.446 1.045  H13 0.708
17 H 0.999 -2.752 0.008  C6 1.080
18 H 1.147 -1.051 0.253  C6 1.082
19 H -1.383 -2.616 0.421  C7 1.063
20 H -1.335 -0.890 0.477  C7 1.105
21 H -1.311 -1.865 2.839  C8 1.129
22 H 0.005 -0.729 2.367  C8 1.096
23 H 0.312 -2.540 2.447  C8 1.110



Entry from the OMol25 dataset: a cluster of 2 separate species, C6H15O in total (ωB97M-V/def2-TZVPD).

Values from the calculation:
**Energy relative to the best compared isomer or geometry (same formula, charge and spin)**: 2.8 kcal per mole
**Net charge**: -1
**E_LUMO**: 4.30 eV

Each atom is followed by the atoms it is bonded to, with distances in Å.
Cartesian coordinates (Å):
1 C -0.714 0.596 -2.352  C2 1.525, H5 1.091, H6 1.097, H7 1.097
2 C -1.019 1.403 -1.095  C1 1.525, C3 1.543, H8 1.099, H9 1.089
3 C -1.698 0.505 -0.039  C2 1.543, C4 1.519, H10 1.092, H11 1.097
4 C -1.323 0.842 1.394  C3 1.519, H12 1.090, H13 1.093, H14 1.099
5 H 0.044 -0.143 -2.091  C1 1.091
6 H -0.332 1.206 -3.180  C1 1.097
7 H -1.622 0.104 -2.722  C1 1.097
8 H -1.672 2.261 -1.309  C2 1.099
9 H -0.093 1.770 -0.655  C2 1.089
10 H -1.361 -0.516 -0.227  C3 1.092
11 H -2.783 0.484 -0.196  C3 1.097
12 H -0.235 0.838 1.459  C4 1.090
13 H -1.721 0.120 2.111  C4 1.093
14 H -1.698 1.829 1.699  C4 1.099
15 C 1.304 -1.520 0.511  O16 1.354, C17 1.540, H18 1.125, H19 1.118
16 O 1.119 -0.401 -0.228  C15 1.354
17 C 2.323 -1.341 1.652  C15 1.540, H20 1.100, H21 1.093, H22 1.091
18 H 1.667 -2.380 -0.117  C15 1.125
19 H 0.354 -1.867 0.990  C15 1.118
20 H 2.271 -2.178 2.364  C17 1.100
21 H 2.061 -0.426 2.191  C17 1.093
22 H 3.335 -1.246 1.255  C17 1.091



Entry from the OMol25 dataset: a cluster of 2 separate species, C6H15O2 in total at a distorted geometry (ωB97M-V/def2-TZVPD).

Values from the calculation:
**Energy relative to the best compared isomer or geometry (same formula, charge and spin)**: 66.0 kcal per mole
**Net charge**: -1
**E_LUMO**: 3.68 eV

Each atom is followed by the atoms it is bonded to, with distances in Å.
Cartesian coordinates (Å):
1 C 1.270 1.160 -1.105  O2 1.260, C3 1.737, H8 1.246, H9 1.171
2 O 0.629 1.542 -2.120  C1 1.260
3 C 0.687 0.989 0.523  C1 1.737, C4 1.504, H10 1.132, H11 1.128
4 C 0.456 -0.477 0.762  C3 1.504, C5 1.613, C6 1.588, H12 1.191
5 C 0.116 -0.823 2.301  C4 1.613, H13 1.091, H14 1.078, H15 1.063
6 C -0.659 -0.936 -0.270  C4 1.588, C7 1.522, H16 1.079, H17 1.145
7 C -0.899 -2.438 -0.333  C6 1.522, H18 1.203, H19 1.103, H20 1.090
8 H 1.667 -0.013 -1.241  C1 1.246
9 H 2.212 1.856 -1.116  C1 1.171
10 H 1.547 1.275 1.202  C3 1.132
11 H -0.191 1.683 0.655  C3 1.128
12 H 1.478 -1.077 0.634  C4 1.191
13 H -0.372 -1.788 2.155  C5 1.091
14 H 0.991 -0.835 2.931  C5 1.078
15 H -0.674 -0.274 2.754  C5 1.063
16 H -0.664 -0.261 -1.112  C6 1.079
17 H -1.653 -0.654 0.223  C6 1.145
18 H -1.928 -2.558 -0.945  C7 1.203
19 H -0.726 -2.963 0.622  C7 1.103
20 H -0.197 -3.105 -0.834  C7 1.090
21 H -0.713 3.776 -1.813  O23 0.963
22 H -0.834 2.619 -1.933  O23 0.985
23 O -1.543 3.303 -1.940  H21 0.963, H22 0.985



Entry from the OMol25 dataset: the ion C6H15O3Si with charge +1 at a distorted geometry (ωB97M-V/def2-TZVPD).

Values from the calculation:
**Energy relative to the best compared isomer or geometry (same formula, charge and spin)**: 83.6 kcal per mole
**Net charge**: +1
**E_LUMO (spin up / spin down)**: -4.95 / -5.31 eV

Each atom is followed by the atoms it is bonded to, with distances in Å.
Cartesian coordinates (Å):
1 C 1.498 0.938 0.951  C2 1.644, O9 1.462, H11 1.009, H12 1.099
2 C 0.392 1.214 2.135  C1 1.644, C3 1.569, O7 1.281, H13 1.215
3 C -0.536 0.025 2.564  C2 1.569, H14 1.057, H15 1.076, H16 1.091
4 C -2.284 -1.637 -1.910  O8 1.437, H17 1.096, H18 1.049, H19 1.036
5 C 1.102 -1.411 0.129  O9 1.422, H20 1.117, H21 1.051, H22 1.099
6 C 0.322 1.429 -2.418  Si10 1.882, H23 1.187, H24 1.028, H25 1.190
7 O -0.252 2.298 1.909  C2 1.281
8 O -1.113 -0.963 -1.418  C4 1.437, Si10 1.624
9 O 0.889 -0.009 0.018  C1 1.462, C5 1.422, Si10 1.785
10 Si -0.486 0.478 -1.009  C6 1.882, O8 1.624, O9 1.785
11 H 1.591 1.894 0.640  C1 1.009
12 H 2.368 0.517 1.474  C1 1.099
13 H 1.187 1.533 2.997  C2 1.215
14 H -0.041 -0.589 3.267  C3 1.057
15 H -0.869 -0.552 1.719  C3 1.076
16 H -1.540 0.338 2.856  C3 1.091
17 H -1.940 -1.824 -2.933  C4 1.096
18 H -2.960 -0.835 -1.889  C4 1.049
19 H -2.451 -2.540 -1.430  C4 1.036
20 H 0.213 -2.083 0.055  C5 1.117
21 H 1.708 -1.719 -0.672  C5 1.051
22 H 1.672 -1.629 1.044  C5 1.099
23 H 1.488 1.520 -2.220  C6 1.187
24 H 0.027 1.033 -3.320  C6 1.028
25 H 0.018 2.573 -2.539  C6 1.190



Entry from the OMol25 dataset: a cluster of 2 separate species, C6H16 in total at a distorted geometry (ωB97M-V/def2-TZVPD).

Values from the calculation:
**<S²>**: 0.750
**Energy relative to the best compared isomer or geometry (same formula, charge and spin)**: 58.4 kcal per mole
**Net charge**: -1
**E_LUMO (spin up / spin down)**: 4.19 / 4.15 eV
**Spin multiplicity**: 2

Each atom is followed by the atoms it is bonded to, with distances in Å.
Cartesian coordinates (Å):
1 C -1.103 2.119 1.460  C2 1.577, C3 1.527, H4 1.122, H5 1.080
2 C -1.957 1.396 0.348  C1 1.577, H6 1.152, H8 1.071, H9 1.096
3 C 0.172 1.355 1.809  C1 1.527, H7 1.233, H10 1.185, H11 1.101
4 H -0.876 3.188 1.205  C1 1.122
5 H -1.607 2.448 2.357  C1 1.080
6 H -1.670 0.301 0.140  C2 1.152
7 H -0.116 0.215 1.438  C3 1.233
8 H -1.762 1.787 -0.630  C2 1.071
9 H -3.023 1.246 0.550  C2 1.096
10 H 0.976 1.942 1.166  C3 1.185
11 H 0.558 1.302 2.839  C3 1.101
12 C 1.356 -1.957 -0.867  C13 1.508, C14 1.602, H15 1.220, H16 1.128
13 C -0.105 -2.204 -0.589  C12 1.508, H17 1.040, H20 1.122, H21 1.145
14 C 1.500 -0.765 -1.929  C12 1.602, H18 1.126, H19 1.119, H22 1.079
15 H 1.958 -1.454 0.067  C12 1.220
16 H 1.977 -2.895 -0.950  C12 1.128
17 H -0.170 -3.211 -0.335  C13 1.040
18 H 0.681 -0.725 -2.700  C14 1.126
19 H 1.802 0.255 -1.582  C14 1.119
20 H -0.715 -1.907 -1.483  C13 1.122
21 H -0.200 -1.467 0.283  C13 1.145
22 H 2.323 -0.969 -2.596  C14 1.079